Computed, not measured: C3H6N2O in the gas phase, with ωB97M-V/def2-TZVPD.

The geometry in XYZ format:
```
12
Properties=species:S:1:pos:R:3:forces:R:3
O -0.275 -1.882 -0.614 0.202 0.126 0.095
N -0.759 1.795 0.630 0.032 -0.603 -0.134
N 2.088 0.209 -0.114 -0.962 -0.005 -0.121
C -0.437 0.839 -0.290 0.365 0.136 -0.174
C 0.950 0.518 -0.308 0.464 0.581 0.442
C -0.604 -0.843 0.262 -0.258 -0.373 0.067
H -1.688 -0.834 0.357 0.018 0.172 -0.140
H -0.886 0.752 -1.304 0.114 -0.162 0.297
H 2.914 0.794 -0.213 -0.194 -0.144 -0.128
H -0.191 -0.934 1.269 0.240 0.158 -0.076
H -1.762 1.718 0.807 0.102 0.097 -0.094
H 0.649 -2.130 -0.481 -0.124 0.014 -0.034
```
Positions in Å, forces in eV/Å.

Calculated values
Orbital gap, eV: 7.38
Energy above the lowest of the compared OMol25 structures with the same formula, charge and spin, eV: 5.644
LUMO, eV: 0.220
Charge: 0